1.
Formula: C43H94N5O23P5
Source: the OMol25 dataset
Level of theory: wB97M-V/def2-TZVPD

Computed properties:
orbital gap	0.37306	Eh
LUMO	-0.011	eV
structure (SMILES)	CCOP(=O)(OCC)OCC.CCOP(=O)(OCC)OCC.CCOP(=O)(OCC)OCC.CCOP(=O)(OCC)OCC.CCOP(=O)(OCC)OCC.O=C1OCCO1.CC#N.CC#N.CC#N.CC#N.CC#N
total energy	-147113.4314	eV
HOMO energy	-10.162	eV

The geometry in XYZ format:
```
170
Properties=species:S:1:pos:R:3:mulliken_charge:R:1
C -16.78 -6.64 -12.64 -0.092
C -17.03 -5.33 -13.25 0.246
N -17.19 -4.27 -13.76 -0.385
H -16.59 -6.48 -11.58 0.561
H -15.83 -7.00 -13.04 -0.234
H -17.55 -7.35 -12.91 -0.027
C -14.63 -1.82 -15.40 -0.097
C -15.14 -1.45 -14.11 0.056
N -15.53 -1.25 -13.01 -0.585
H -13.58 -2.09 -15.31 0.493
H -14.65 -0.90 -15.99 0.541
H -15.19 -2.56 -15.97 -0.448
C -16.43 -6.35 -22.03 -0.095
C -16.23 -7.68 -22.58 0.160
N -15.99 -8.63 -23.18 -0.476
H -16.37 -6.49 -20.95 -0.152
H -17.37 -5.94 -22.41 0.366
H -15.58 -5.69 -22.20 0.201
C -11.44 -7.03 -22.73 -1.036
C -12.38 -6.27 -21.94 0.443
N -13.11 -5.69 -21.21 -0.308
H -11.17 -6.51 -23.65 0.338
H -11.90 -7.96 -23.06 0.304
H -10.51 -7.24 -22.19 0.292
C -17.31 -2.28 -20.47 0.503
C -18.10 -3.48 -20.20 0.464
N -18.71 -4.45 -20.01 -0.520
H -16.27 -2.55 -20.27 -0.492
H -17.51 -1.60 -19.64 -0.379
H -17.42 -1.82 -21.45 0.468
C -13.35 -8.70 -17.39 -1.055
C -12.25 -7.66 -17.63 0.347
O -11.23 -7.85 -16.63 -0.373
P -10.67 -6.52 -15.85 0.304
O -9.52 -6.73 -14.97 -0.814
O -10.38 -5.39 -17.01 0.044
C -8.98 -5.36 -17.47 -0.300
C -9.02 -4.11 -18.39 -1.048
O -12.03 -5.89 -15.10 0.314
C -11.90 -4.86 -14.14 -0.415
C -13.19 -4.62 -13.40 -0.792
H -14.23 -8.56 -18.01 0.398
H -13.02 -9.73 -17.52 0.487
H -13.80 -8.44 -16.43 0.018
H -11.73 -7.69 -18.59 0.362
H -12.77 -6.71 -17.62 -0.296
H -8.39 -4.98 -16.63 0.263
H -8.74 -6.32 -17.93 0.349
H -9.15 -3.25 -17.73 0.292
H -8.11 -3.89 -18.94 0.481
H -9.86 -4.21 -19.08 0.110
H -11.12 -5.10 -13.42 0.437
H -11.55 -3.92 -14.58 0.285
H -13.10 -3.81 -12.68 0.420
H -13.96 -4.34 -14.12 -0.174
H -13.42 -5.52 -12.83 0.357
C -21.07 -5.08 -17.21 -1.178
C -19.79 -5.60 -16.59 0.316
O -19.74 -6.98 -16.76 0.095
P -20.70 -7.89 -15.83 1.114
O -20.77 -7.51 -14.39 -0.878
O -20.36 -9.44 -16.29 -0.279
C -19.04 -9.87 -16.21 0.089
C -18.45 -10.16 -17.63 -1.413
O -22.15 -7.81 -16.47 -0.399
C -22.43 -8.34 -17.77 -0.115
C -23.48 -9.44 -17.63 -1.276
H -21.90 -5.30 -16.55 0.484
H -21.02 -4.00 -17.41 0.112
H -21.16 -5.62 -18.15 0.220
H -18.96 -5.15 -17.14 -0.262
H -19.69 -5.26 -15.55 0.322
H -18.40 -9.22 -15.62 0.112
H -19.04 -10.79 -15.62 0.368
H -17.41 -10.49 -17.64 0.341
H -18.99 -10.98 -18.10 0.415
H -18.52 -9.30 -18.30 0.247
H -22.63 -7.52 -18.45 0.431
H -21.55 -8.79 -18.21 0.198
H -23.63 -9.86 -18.62 0.385
H -23.07 -10.17 -16.93 0.243
H -24.47 -9.15 -17.30 0.342
C -21.34 -0.02 -18.72 -1.422
C -19.97 -0.74 -18.50 0.227
O -19.73 -0.58 -17.09 -0.130
P -18.18 -0.22 -16.60 0.118
O -17.16 -1.26 -16.95 0.101
O -17.89 1.22 -17.31 -0.229
C -18.68 2.37 -17.01 -0.221
C -17.70 3.34 -16.48 -1.367
O -18.36 -0.06 -15.01 -0.304
C -18.74 -1.28 -14.34 0.703
C -19.58 -0.92 -13.14 -1.473
H -21.23 1.05 -18.58 0.276
H -21.77 -0.11 -19.72 0.431
H -22.14 -0.36 -18.07 0.303
H -20.06 -1.82 -18.60 -0.054
H -19.22 -0.31 -19.16 0.379
H -19.16 2.73 -17.92 0.294
H -19.48 2.11 -16.32 0.380
H -18.29 4.25 -16.37 0.393
H -17.29 3.26 -15.47 0.331
H -16.83 3.57 -17.10 0.315
H -19.21 -2.08 -14.91 0.122
H -17.83 -1.85 -14.12 -0.192
H -19.94 -1.80 -12.60 0.383
H -18.97 -0.33 -12.46 0.326
H -20.43 -0.32 -13.44 0.333
C -20.66 -11.24 -12.96 -0.873
C -19.69 -10.50 -12.03 -0.228
O -18.37 -10.60 -12.60 -0.008
P -17.14 -10.54 -11.61 0.693
O -17.09 -9.26 -10.85 -0.705
O -17.30 -11.91 -10.80 -0.209
C -16.69 -12.03 -9.53 -0.216
C -17.25 -13.31 -8.90 -1.188
O -15.87 -10.75 -12.61 -0.417
C -15.68 -9.85 -13.71 0.897
C -15.32 -10.73 -14.92 -0.937
H -20.47 -10.87 -13.96 -0.147
H -20.46 -12.30 -13.09 0.332
H -21.72 -11.13 -12.74 0.392
H -19.88 -9.43 -11.97 0.270
H -19.71 -10.84 -10.99 0.453
H -15.61 -12.15 -9.63 0.322
H -16.92 -11.25 -8.81 0.290
H -18.31 -13.29 -9.18 0.296
H -16.87 -14.21 -9.37 0.292
H -17.11 -13.36 -7.82 0.361
H -16.58 -9.25 -13.87 -0.422
H -14.84 -9.18 -13.51 0.251
H -15.20 -10.02 -15.74 -0.128
H -14.35 -11.19 -14.77 0.404
H -16.12 -11.42 -15.20 0.283
C -10.48 3.16 -20.33 -1.111
C -10.57 1.81 -19.78 -0.235
O -10.41 0.88 -20.86 -0.223
P -11.59 0.45 -21.87 0.653
O -12.20 1.64 -22.55 -0.771
O -10.77 -0.47 -22.88 -0.286
C -9.76 0.07 -23.74 -0.246
C -10.33 0.85 -24.93 -1.105
O -12.54 -0.60 -21.13 -0.093
C -11.97 -1.83 -20.58 -0.622
C -12.90 -2.43 -19.62 -0.062
H -10.19 3.89 -19.57 0.384
H -9.69 3.18 -21.09 0.255
H -11.36 3.40 -20.93 0.294
H -9.88 1.62 -18.96 0.341
H -11.58 1.68 -19.38 0.287
H -9.00 0.69 -23.26 0.238
H -9.21 -0.79 -24.12 0.313
H -11.13 0.28 -25.41 0.277
H -10.81 1.78 -24.61 0.294
H -9.61 1.15 -25.68 0.396
H -11.71 -2.46 -21.43 0.295
H -11.00 -1.63 -20.13 0.378
H -12.41 -3.15 -18.97 0.028
H -13.46 -1.70 -19.05 0.230
H -13.68 -2.92 -20.21 0.037
C -15.27 -4.72 -17.56 -0.018
C -15.65 -5.77 -18.58 1.007
O -16.11 -6.87 -17.78 -0.195
C -16.06 -6.49 -16.43 -0.056
O -16.46 -7.17 -15.49 -0.235
O -15.41 -5.34 -16.32 0.369
H -15.93 -3.85 -17.62 0.046
H -14.24 -4.39 -17.68 -0.004
H -14.66 -5.95 -19.01 -0.148
H -16.38 -5.38 -19.28 -0.939
```



2.
Formula: C27H74FN21O44S
Source: the OMol25 dataset
Level of theory: wB97M-V/def2-TZVPD

Computed properties:
orbital gap	0.32243	Eh
LUMO	-0.267	eV
total energy	-164077.0996	eV
HOMO energy	-9.041	eV

The geometry in XYZ format:
```
168
Properties=species:S:1:pos:R:3:mulliken_charge:R:1
C -1.77 4.02 1.27 -0.241
O -1.98 3.00 0.30 -0.296
C -3.23 2.33 0.35 -1.097
C -3.03 0.83 0.55 0.186
C -2.12 0.13 -0.50 -0.239
C -2.06 0.86 -1.83 -1.365
N -1.53 0.06 -3.00 0.689
C -1.70 0.88 -4.24 -0.762
C -2.61 0.18 -5.24 -0.245
O -3.27 -0.80 -4.96 -0.476
S 0.04 -0.35 -2.86 0.932
O 0.26 -1.17 -1.71 -0.591
O 0.51 -0.80 -4.14 -0.551
F 0.79 1.01 -2.59 -0.227
H -2.38 3.88 2.16 0.164
H -0.71 4.00 1.55 0.066
H -1.95 5.00 0.81 0.177
H -3.77 2.53 -0.59 0.266
H -3.88 2.71 1.14 0.548
H -2.57 0.66 1.53 0.079
H -4.00 0.33 0.59 0.048
H -2.52 -0.87 -0.69 -0.058
H -1.13 -0.03 -0.08 0.330
H -3.08 1.14 -2.12 0.341
H -1.48 1.79 -1.76 0.795
H -0.76 1.12 -4.73 0.629
H -2.16 1.84 -3.98 0.430
H -2.64 0.62 -6.25 0.415
C 3.17 4.97 1.33 -0.194
N 2.15 5.23 2.37 1.015
O 2.52 5.34 3.53 -0.585
O 0.99 5.32 2.01 -0.581
H 4.14 4.93 1.80 -0.252
H 2.91 4.03 0.85 0.303
H 3.12 5.78 0.61 0.289
C -0.72 -4.06 -2.19 -0.621
N -1.99 -4.51 -1.55 1.025
O -3.02 -4.38 -2.18 -0.611
O -1.92 -4.94 -0.42 -0.506
H -0.96 -3.68 -3.17 0.184
H -0.31 -3.29 -1.55 0.322
H -0.06 -4.92 -2.25 0.259
C 6.18 4.87 4.86 -0.770
N 5.89 4.22 3.56 0.885
O 6.09 4.86 2.55 -0.544
O 5.47 3.08 3.59 -0.514
H 6.54 5.87 4.67 0.303
H 5.24 4.88 5.42 0.270
H 6.92 4.26 5.37 0.296
C 7.26 6.35 -1.03 -0.591
N 6.30 6.82 0.00 0.959
O 6.72 7.07 1.11 -0.475
O 5.14 6.93 -0.34 -0.571
H 8.25 6.30 -0.59 0.146
H 6.92 5.37 -1.36 0.290
H 7.23 7.05 -1.86 0.295
C 3.01 5.60 -3.31 -0.784
N 3.85 4.71 -2.47 0.931
O 5.04 4.66 -2.69 -0.548
O 3.28 4.09 -1.59 -0.473
H 3.66 6.09 -4.04 0.324
H 2.27 4.98 -3.79 0.271
H 2.54 6.32 -2.65 0.301
C -5.30 -3.58 -0.20 -0.576
N -5.80 -2.45 0.63 0.986
O -6.02 -2.64 1.80 -0.565
O -5.95 -1.38 0.06 -0.516
H -5.21 -4.46 0.43 0.312
H -6.02 -3.74 -1.00 0.293
H -4.34 -3.28 -0.60 0.075
C 0.16 -1.56 -7.43 -0.414
N -0.08 -0.37 -8.30 1.007
O -0.43 0.66 -7.77 -0.562
O 0.10 -0.52 -9.49 -0.589
H -0.04 -1.26 -6.41 -0.066
H -0.53 -2.34 -7.75 0.281
H 1.19 -1.86 -7.56 0.406
C -3.01 -2.82 4.07 -0.802
N -3.20 -1.62 3.21 0.882
O -3.63 -0.61 3.71 -0.564
O -2.89 -1.75 2.04 -0.395
H -3.31 -2.57 5.08 0.293
H -3.63 -3.61 3.66 0.325
H -1.96 -3.09 4.02 0.264
C -0.59 4.34 4.98 -0.621
N -1.76 3.41 4.95 0.968
O -1.58 2.25 5.24 -0.577
O -2.82 3.88 4.60 -0.538
H 0.28 3.78 5.30 0.332
H -0.46 4.74 3.98 0.144
H -0.83 5.14 5.68 0.276
C -2.46 8.77 1.78 -0.622
N -2.83 8.15 0.48 0.883
O -2.76 8.84 -0.52 -0.558
O -3.17 6.99 0.49 -0.524
H -2.20 9.80 1.61 0.330
H -3.32 8.68 2.43 0.220
H -1.62 8.20 2.18 0.242
C -2.07 -7.66 2.37 -0.755
N -2.66 -6.61 3.25 0.931
O -2.90 -6.89 4.41 -0.577
O -2.83 -5.51 2.75 -0.536
H -1.96 -8.57 2.94 0.386
H -2.75 -7.79 1.53 0.273
H -1.12 -7.28 2.02 0.256
C 3.55 -2.19 -2.77 -0.732
N 2.79 -3.46 -2.71 0.995
O 2.61 -3.98 -1.63 -0.491
O 2.37 -3.91 -3.77 -0.509
H 3.84 -1.92 -1.76 0.310
H 4.42 -2.36 -3.40 0.311
H 2.90 -1.44 -3.20 0.145
C 0.36 -4.75 -6.51 -0.640
N -0.94 -5.15 -5.91 0.974
O -1.95 -5.03 -6.58 -0.559
O -0.90 -5.57 -4.77 -0.488
H 0.18 -4.40 -7.52 0.354
H 0.78 -3.97 -5.88 0.148
H 1.00 -5.63 -6.50 0.215
C -2.24 0.03 7.73 -0.599
N -1.50 -1.23 8.04 0.900
O -0.58 -1.54 7.31 -0.528
O -1.87 -1.87 9.00 -0.556
H -1.80 0.49 6.86 0.239
H -3.28 -0.24 7.56 0.273
H -2.15 0.67 8.61 0.300
C 10.17 6.83 2.55 -0.671
N 10.76 6.72 1.18 0.879
O 10.08 7.08 0.25 -0.557
O 11.88 6.27 1.10 -0.529
H 9.17 7.24 2.44 0.249
H 10.15 5.83 2.97 0.279
H 10.82 7.48 3.13 0.311
C 0.33 -11.12 -0.25 -0.607
N -0.29 -10.16 0.71 0.927
O -0.50 -10.55 1.84 -0.552
O -0.53 -9.05 0.29 -0.512
H 0.49 -12.06 0.26 0.333
H -0.36 -11.23 -1.08 0.245
H 1.27 -10.68 -0.58 0.169
C 3.03 -6.98 -1.92 -0.674
N 3.92 -8.15 -1.67 0.996
O 4.99 -8.19 -2.26 -0.588
O 3.52 -8.99 -0.90 -0.545
H 3.51 -6.32 -2.63 0.244
H 2.10 -7.37 -2.33 0.196
H 2.86 -6.49 -0.97 0.331
C -3.79 8.02 5.96 -0.805
N -2.70 7.46 5.11 0.846
O -3.01 6.88 4.10 -0.429
O -1.56 7.64 5.50 -0.541
H -4.74 7.78 5.49 0.322
H -3.71 7.55 6.94 0.322
H -3.64 9.09 6.03 0.300
C -8.72 0.41 -0.24 -0.697
N -9.21 1.56 0.57 0.903
O -9.44 1.38 1.74 -0.526
O -9.35 2.62 -0.01 -0.540
H -8.64 -0.45 0.40 0.286
H -9.44 0.26 -1.04 0.313
H -7.75 0.69 -0.64 0.256
C 2.28 -10.48 -5.06 -0.848
N 1.62 -9.56 -4.09 0.681
O 1.37 -9.98 -2.98 -0.378
O 1.39 -8.43 -4.48 -0.414
H 2.43 -11.43 -4.57 0.320
H 1.63 -10.56 -5.92 0.313
H 3.23 -10.02 -5.34 0.329
```



3.
Formula: C38H42Cl3N3O4SSiTl
Source: the OMol25 dataset
Level of theory: wB97M-V/def2-TZVPD

Computed properties:
orbital gap	0.29439	Eh
energy relative to the best compared isomer or geometry (same formula, charge and spin)	1.5	kcal/mol
LUMO	2.126	eV
total energy	-113732.4540	eV
HOMO energy	-5.885	eV
total charge	-1

The geometry in XYZ format:
```
93
Properties=species:S:1:pos:R:3:mulliken_charge:R:1
Tl -0.67 1.05 1.07 1.399
C -5.22 0.03 2.18 -1.314
C -4.92 0.50 0.75 0.331
C -4.23 1.86 0.75 -0.900
C -4.20 -0.57 -0.06 0.671
C -4.84 -1.03 -1.21 -1.348
C -4.33 -2.09 -1.95 -1.533
C -3.18 -2.72 -1.52 -0.365
C -2.49 -2.27 -0.40 1.202
C -1.24 -3.02 0.04 1.724
C -1.62 -4.36 0.68 -1.933
C -0.24 -3.24 -1.10 -1.403
C -2.99 -1.17 0.32 0.060
N -2.20 -0.66 1.39 1.004
C -2.10 -1.40 2.50 -0.215
O -2.87 -2.28 2.88 -0.735
C -0.82 -1.18 3.29 -0.045
C -0.56 -1.74 4.54 -0.707
C 0.70 -1.54 5.08 -0.731
C 1.67 -0.83 4.39 -0.617
C 1.33 -0.30 3.15 -0.673
N 0.12 -0.50 2.66 0.378
C 2.29 0.46 2.25 0.130
O 3.46 0.58 2.62 -0.815
N 1.72 0.88 1.12 1.327
C 2.57 1.37 0.09 -0.052
C 3.20 0.46 -0.77 0.415
C 4.00 0.94 -1.80 -0.674
C 4.16 2.30 -2.01 -1.520
C 3.51 3.19 -1.18 -0.916
C 2.72 2.76 -0.12 1.046
C 2.12 3.76 0.84 2.852
C 1.62 5.03 0.16 -1.829
C 3.12 4.07 1.95 -1.632
C 3.02 -1.04 -0.59 1.786
C 2.92 -1.80 -1.91 -1.824
C 4.15 -1.62 0.26 -1.807
H -5.91 0.73 2.66 0.432
H -4.31 -0.01 2.78 0.083
H -5.67 -0.96 2.18 0.379
H -5.88 0.63 0.25 0.569
H -3.29 1.82 1.31 -0.391
H -4.86 2.60 1.25 0.526
H -4.01 2.20 -0.26 0.238
H -5.77 -0.56 -1.51 0.332
H -4.85 -2.43 -2.83 0.376
H -2.79 -3.56 -2.08 0.392
H -0.73 -2.42 0.79 -0.781
H -2.10 -5.00 -0.07 0.351
H -2.32 -4.22 1.50 0.421
H -0.73 -4.87 1.04 0.436
H -0.63 -3.91 -1.86 0.431
H 0.67 -3.68 -0.70 0.470
H 0.02 -2.30 -1.58 0.017
H -1.33 -2.30 5.04 0.570
H 0.94 -1.95 6.05 0.419
H 2.67 -0.66 4.77 0.575
H 4.51 0.24 -2.46 0.344
H 4.79 2.65 -2.82 0.352
H 3.64 4.26 -1.34 0.274
H 1.25 3.28 1.30 -1.624
H 2.45 5.63 -0.24 0.431
H 1.10 5.65 0.89 0.444
H 0.93 4.80 -0.65 0.327
H 4.00 4.57 1.53 0.343
H 3.45 3.16 2.45 0.306
H 2.67 4.74 2.69 0.414
H 2.08 -1.18 -0.05 -0.828
H 3.84 -1.73 -2.49 0.571
H 2.09 -1.44 -2.52 0.298
H 2.76 -2.86 -1.71 0.427
H 5.10 -1.55 -0.29 0.376
H 3.97 -2.68 0.48 0.401
H 4.27 -1.08 1.20 0.362
Cl -2.65 2.11 4.28 -0.318
Si -1.13 2.69 3.01 0.478
Cl -1.60 4.61 2.39 -0.349
Cl 0.53 2.87 4.24 -0.302
O 1.93 -1.65 -5.93 -0.538
C 0.61 -1.51 -5.66 0.389
O -0.20 -2.13 -6.29 -0.584
C 0.27 -0.57 -4.55 0.426
C -0.92 -0.79 -3.85 -0.820
C -1.26 0.02 -2.78 -0.051
C -0.42 1.07 -2.40 -0.185
S -0.86 2.20 -1.12 -0.218
C 0.76 1.30 -3.11 -0.488
C 1.09 0.48 -4.18 -0.796
H 2.45 -1.20 -5.25 0.378
H -1.56 -1.61 -4.14 0.495
H -2.17 -0.16 -2.23 0.656
H 1.41 2.11 -2.81 0.503
H 2.01 0.70 -4.72 0.522
```